Below is C19H31MoN2S as an isolated structure at a distorted geometry, with properties calculated with ωB97M-V with the def2-TZVPD basis set.

```
54
C19H31MoN2S ωB97M-V with the def2-TZVPD basis set
C -0.87 1.40 -3.16
C -0.26 2.65 -2.63
C -0.02 0.36 -3.74
C -2.29 1.11 -2.86
H -0.21 0.20 -4.82
H -0.19 -0.59 -3.22
H 1.04 0.62 -3.59
H -0.57 3.57 -3.18
H 0.84 2.56 -2.68
H -0.53 2.78 -1.56
H -3.01 1.73 -3.44
H -2.49 1.28 -1.78
H -2.48 0.04 -3.07
C 2.32 -0.70 1.43
C 2.20 -0.90 -0.02
C 2.13 0.40 -0.63
H 2.39 -1.85 -0.51
C 1.99 1.37 0.40
C 2.09 0.71 1.67
H 2.10 1.17 2.65
H 2.69 -1.43 2.16
H 2.28 0.61 -1.69
H 1.93 2.45 0.24
C -1.70 -1.81 1.64
C -0.60 -2.75 1.52
C -0.17 -2.73 0.15
H -0.21 -3.37 2.33
C -1.03 -1.84 -0.59
C -1.95 -1.26 0.33
H -2.72 -0.51 0.07
H -2.31 -1.66 2.53
H 0.66 -3.28 -0.28
H -1.09 -1.74 -1.68
Mo 0.10 -0.71 0.99
C -3.77 2.44 1.80
N -3.29 1.60 2.89
C -4.30 0.69 3.42
C -1.97 1.28 2.95
S -0.94 1.66 1.62
N -1.48 0.71 4.09
C -2.06 1.06 5.39
C -0.12 0.21 4.16
H -4.79 2.71 2.07
H -3.75 1.89 0.84
H -3.17 3.35 1.71
H -3.86 -0.05 4.08
H -5.04 1.29 3.97
H -4.81 0.17 2.61
H -2.51 0.19 5.89
H -1.27 1.42 6.06
H -2.81 1.85 5.29
H 0.04 -0.59 3.41
H 0.59 1.04 4.01
H 0.02 -0.22 5.16
```

energy	-1318.12589	hartree
spin multiplicity	3
<S²>	2.012
HOMO energy (spin up / spin down)	-9.1 / -10.6	eV
HOMO-LUMO gap (spin up / spin down)	5.64 / 7.12	eV
net charge	+1

***

Below is one molecule with the formula C19H31N3O4, with properties calculated with ωB97M-V with the def2-TZVPD basis set.

```
57
C19H31N3O4 ωB97M-V with the def2-TZVPD basis set
C 4.60 0.23 2.92
C 4.22 1.42 2.48
C 4.73 2.03 1.21
C 3.21 2.26 3.23
C 1.83 2.27 2.57
O 1.14 3.27 2.54
N 1.44 1.09 2.05
C 0.12 0.90 1.46
C 0.07 1.43 0.02
C 0.52 0.39 -1.01
C 1.92 -0.18 -0.74
C 1.68 -1.40 0.17
C 0.16 -1.42 0.39
C -0.35 -0.56 1.56
C -0.07 -1.20 2.91
N -0.32 -0.80 -0.85
C -1.48 -1.20 -1.41
O -2.08 -2.17 -0.97
C -2.00 -0.52 -2.71
C -2.17 1.00 -2.64
C -1.05 -0.89 -3.85
N -3.29 -1.12 -3.04
C -4.33 -1.04 -2.14
O -4.45 -0.22 -1.26
O -5.24 -1.99 -2.41
C -6.37 -2.00 -1.53
H 4.23 -0.18 3.85
H 5.31 -0.38 2.36
H 5.32 2.92 1.43
H 5.36 1.33 0.65
H 3.91 2.35 0.57
H 3.08 1.88 4.25
H 3.53 3.30 3.29
H 2.09 0.32 2.12
H -0.55 1.52 2.06
H -0.96 1.72 -0.21
H 0.68 2.34 -0.05
H 0.45 0.79 -2.02
H 2.38 -0.49 -1.68
H 2.57 0.57 -0.29
H 1.98 -2.32 -0.34
H 2.24 -1.37 1.10
H -0.25 -2.42 0.47
H -1.44 -0.53 1.42
H 0.99 -1.39 3.07
H -0.41 -0.55 3.73
H -0.59 -2.15 3.00
H -1.22 1.52 -2.69
H -2.77 1.31 -3.50
H -2.71 1.30 -1.74
H -0.06 -0.49 -3.67
H -0.97 -1.98 -3.94
H -1.43 -0.49 -4.79
H -3.23 -2.03 -3.46
H -7.00 -2.81 -1.87
H -6.05 -2.16 -0.50
H -6.91 -1.05 -1.59
```

energy	-1207.88826	hartree
HOMO energy	-9.2	eV
HOMO-LUMO gap	9.79	eV

***

Below is an isolated ion of composition C19H31N6O2 and charge +1 at a distorted geometry, with properties calculated with ωB97M-V with the def2-TZVPD basis set.

```
58
C19H31N6O2 ωB97M-V with the def2-TZVPD basis set
C -2.79 -1.82 -0.64
C -2.03 -3.12 -0.40
C -0.57 -3.09 -0.87
C 0.32 -2.12 -0.06
C 1.54 -2.84 0.39
N 2.70 -2.72 -0.24
N 3.54 -3.53 0.38
N 2.98 -4.12 1.34
N 1.71 -3.73 1.39
C 0.80 -4.15 2.42
C 0.76 -3.11 3.54
O 0.29 -1.88 3.00
C 0.16 -0.88 3.99
N 0.87 -0.94 -0.81
C 1.36 0.09 0.14
C 2.19 1.14 -0.61
N 1.41 1.77 -1.65
C 0.69 2.94 -1.34
C 1.36 4.00 -0.73
C 0.69 5.18 -0.46
C -0.65 5.34 -0.78
C -1.32 4.29 -1.40
O -2.63 4.30 -1.76
C -3.37 5.48 -1.58
C -0.65 3.09 -1.66
C 0.87 0.79 -2.54
C 0.02 -0.27 -1.82
H -2.79 -1.55 -1.69
H -2.38 -1.00 -0.05
H -3.83 -1.95 -0.34
H -2.53 -3.92 -0.94
H -2.06 -3.36 0.66
H -0.16 -4.10 -0.78
H -0.53 -2.85 -1.94
H -0.24 -1.75 0.81
H 1.17 -5.09 2.82
H -0.19 -4.28 1.99
H 0.08 -3.46 4.33
H 1.76 -2.97 3.97
H -0.22 0.01 3.48
H -0.55 -1.18 4.76
H 1.12 -0.65 4.46
H 1.71 -1.32 -1.28
H 0.50 0.57 0.61
H 1.97 -0.39 0.91
H 2.55 1.88 0.10
H 3.07 0.65 -1.06
H 2.41 3.93 -0.51
H 1.22 6.00 0.00
H -1.14 6.27 -0.57
H -3.45 5.74 -0.52
H -4.37 5.27 -1.97
H -2.94 6.32 -2.13
H -1.23 2.32 -2.14
H 0.27 1.29 -3.31
H 1.71 0.29 -3.05
H -0.82 0.20 -1.31
H -0.35 -0.99 -2.55
```

energy	-1221.32314	hartree
HOMO energy	-10.7	eV
HOMO-LUMO gap	8.63	eV
net charge	+1

***

Below is C19H31N6O6S2 as an isolated structure at a distorted geometry, with properties calculated with ωB97M-V with the def2-TZVPD basis set.

```
64
C19H31N6O6S2 ωB97M-V with the def2-TZVPD basis set
C -2.55 -4.61 1.98
C -1.54 -5.21 2.41
S 0.21 -5.71 2.84
O 0.78 -6.63 1.81
O 0.17 -6.40 4.16
N 1.19 -4.34 3.05
S 1.25 -3.38 1.63
O -0.05 -2.65 1.36
O 1.61 -4.13 0.39
C 2.50 -2.00 1.89
O 2.97 -1.63 0.55
N 2.00 -0.87 -0.07
O 1.88 -1.19 -1.20
H -3.36 -3.83 1.80
H 1.90 -1.14 2.35
H 3.36 -2.30 2.58
C -2.44 1.67 -3.44
C -1.32 0.81 -2.87
C -1.80 -0.13 -1.76
C -2.36 0.67 -0.62
N -2.80 1.29 0.26
H -2.87 2.34 -2.67
H -2.07 2.30 -4.23
H -3.24 1.06 -3.84
H -0.53 1.46 -2.49
H -0.89 0.22 -3.68
H -0.97 -0.73 -1.39
H -2.57 -0.81 -2.14
C -3.53 -1.72 -7.26
C -3.62 -0.42 -8.06
C -2.39 0.47 -7.89
C -2.24 0.86 -6.45
N -2.12 1.16 -5.32
H -3.47 -1.53 -6.19
H -4.41 -2.34 -7.44
H -2.65 -2.30 -7.56
H -4.52 0.12 -7.75
H -3.74 -0.67 -9.12
H -2.50 1.38 -8.50
H -1.49 -0.05 -8.23
C 3.64 1.70 4.06
C 5.14 1.49 4.25
C 5.66 0.29 3.46
C 4.97 -0.96 3.92
N 4.43 -1.93 4.27
H 3.06 0.85 4.42
H 3.31 2.58 4.61
H 3.40 1.85 3.00
H 5.35 1.35 5.32
H 5.67 2.39 3.93
H 6.74 0.17 3.61
H 5.49 0.42 2.39
C -1.34 2.64 4.66
C -0.64 3.93 4.26
C -0.59 4.14 2.75
C 0.18 3.02 2.11
N 0.77 2.15 1.62
H -0.80 1.76 4.28
H -1.38 2.55 5.75
H -2.36 2.60 4.27
H 0.37 3.94 4.67
H -1.18 4.78 4.72
H -0.10 5.09 2.51
H -1.60 4.17 2.32
```

energy	-2318.57013	hartree
HOMO energy	-5.4	eV
HOMO-LUMO gap	7.36	eV
net charge	-1